Record 1
{"formula": "C19H42BrN6O11PS", "method": "ωB97M-V/def2-TZVPD", "multiplicity": 1, "orbital_gap_ev": 9.03, "energy_ev": -142013.9367, "homo_energy_ev": -8.698, "total_charge": 0, "elements": ["H", "H", "H", "P", "N", "C", "H", "C", "H", "H", "C", "N", "O", "H", "O", "H", "H", "C", "H", "H", "Br", "C", "O", "H", "H", "N", "H", "H", "C", "H", "H", "H", "O", "H", "C", "O", "C", "H", "H", "C", "O", "H", "N", "H", "C", "O", "O", "H", "H", "N", "H", "H", "H", "H", "O", "C", "H", "C", "C", "H", "H", "N", "H", "H", "S", "H", "C", "C", "H", "O", "H", "H", "C", "H", "H", "C", "H", "H", "C", "O", "C"], "xyz": [[3.69, -3.84, -8.18], [5.23, -3.10, -7.74], [0.97, -0.20, -4.92], [0.94, 0.32, 3.26], [3.53, -2.16, -6.95], [-0.75, 0.68, 0.96], [-5.88, 2.20, 7.97], [2.38, -1.77, -7.51], [1.67, -0.96, 1.46], [-6.93, 7.37, 6.90], [4.10, -1.35, -5.88], [1.99, -0.16, 2.00], [-1.46, 1.93, 1.14], [4.29, -0.34, -6.23], [-1.78, 0.72, 3.10], [1.30, -1.60, -3.88], [6.26, -6.26, -7.01], [5.24, -6.74, -9.48], [2.01, -1.10, -1.90], [0.45, 2.34, 2.47], [-0.54, -2.82, -0.09], [-0.14, 1.32, -2.84], [1.49, 0.51, -0.78], [-6.16, 8.81, 7.58], [-4.48, 1.28, 5.14], [0.68, 0.11, -2.86], [-4.52, 2.16, 9.10], [0.49, 2.20, -2.71], [-4.84, 2.49, 8.11], [-4.53, 7.58, 10.16], [2.05, -2.44, -8.32], [2.18, 0.59, 1.33], [1.06, 1.95, 3.12], [0.24, 0.98, 0.60], [4.23, -3.36, -7.38], [1.74, -0.78, -7.19], [-1.69, -2.11, 1.34], [-1.19, 0.07, 0.16], [-3.89, 8.21, 8.63], [-0.73, 0.05, 2.37], [-3.13, 2.72, 2.83], [3.41, -1.28, -5.04], [6.40, -7.13, -8.92], [5.03, -1.80, -5.55], [-3.00, 1.05, 7.38], [-3.59, 0.78, 1.37], [-5.94, 5.25, 9.83], [-7.18, 5.74, 8.30], [4.89, -7.42, -10.28], [-4.01, 1.89, 7.09], [7.20, -9.03, -8.52], [-2.88, 0.88, 8.47], [-1.52, -1.67, 3.37], [7.15, -5.31, -8.20], [-2.28, 0.51, 6.55], [6.96, -6.32, -7.85], [-0.68, 1.39, -3.78], [0.64, -0.74, -4.03], [-5.99, 7.77, 7.29], [8.10, -8.07, -9.71], [4.33, -4.06, -6.55], [-5.56, 6.99, 8.43], [-0.85, 1.29, -2.02], [6.55, -8.81, -10.15], [-2.68, 1.58, 2.11], [-5.11, 2.87, 5.62], [1.43, -0.17, -1.79], [-6.26, 5.93, 8.88], [-4.77, 3.58, 8.07], [4.61, -5.75, -9.15], [-5.24, 7.74, 6.50], [-3.39, 2.66, 5.24], [-4.26, 2.20, 5.69], [7.89, -6.77, -7.51], [-3.62, 6.51, 9.09], [-0.93, -1.48, 2.47], [0.03, -1.98, 2.61], [-0.37, -1.11, -4.20], [-4.33, 7.34, 9.12], [-2.85, -2.19, 1.23], [7.10, -8.32, -9.35]]}

=====

Record 2
{"formula": "C3H7N3O", "method": "ωB97M-V/def2-TZVPD", "multiplicity": 1, "orbital_gap_ev": 9.08, "e_above_lowest_kj_mol": 414.76, "smiles": "[H]/N=C(\\N=C/C)ON", "energy_ev": -9738.7347, "homo_energy_ev": -9.176, "total_charge": 0, "elements": ["H", "N", "C", "N", "H", "H", "H", "H", "C", "H", "O", "H", "N", "C"], "xyz": [[-0.37, 2.75, 0.21], [-0.86, -0.72, -1.11], [1.02, -1.43, 0.41], [-1.96, 0.92, 0.20], [0.86, -1.64, -1.77], [2.05, -1.07, 0.40], [-2.72, 0.24, 0.18], [1.05, -2.51, 0.54], [-1.02, 0.47, -0.53], [0.49, -0.95, 1.23], [0.30, 1.10, -0.55], [0.31, 1.79, 1.31], [0.47, 2.20, 0.39], [0.39, -1.13, -0.92]]}

=====

Record 3
{"formula": "C4H12", "method": "ωB97M-V/def2-TZVPD", "multiplicity": 1, "orbital_gap_ev": 12.69, "e_above_lowest_kj_mol": 38.65, "smiles": "CC.CC", "energy_ev": -4342.1277, "homo_energy_ev": -11.525, "total_charge": 0, "elements": ["H", "H", "C", "H", "H", "H", "C", "H", "H", "C", "H", "H", "H", "H", "H", "C"], "xyz": [[-1.46, 0.38, -0.28], [2.26, -0.82, 2.87], [-0.69, 0.69, -2.28], [-0.01, -1.45, 2.04], [-2.74, 0.67, -1.45], [1.60, 0.77, 2.67], [1.85, -0.14, 2.12], [-0.51, 0.00, -3.09], [0.19, 1.05, -1.74], [0.60, -0.75, 1.47], [-2.01, -0.88, -1.37], [2.66, -0.09, 1.40], [-0.06, 0.04, 1.13], [-1.08, 1.61, -2.73], [0.90, -1.33, 0.58], [-1.77, 0.19, -1.30]]}

=====

Question: Which formula does entry 2 have?
Answer: C3H7N3O